# 1
# C19H17Br4NO2

A structure of composition C19H17Br4NO2 (ωB97M-V/def2-TZVPD, the OMol25 dataset).

* highest occupied orbital energy: -8.12 eV
* maximum force: 8.5 eV/Å
* charge: 0
* energy: -305713.5077 eV
* LUMO energy: -1.810 eV

Structure (XYZ):
```
43
Properties=species:S:1:pos:R:3:mulliken_charge:R:1
O 6.8053 2.6791 -0.5976 -0.53
C 6.2126 1.4840 -0.3935 0.31
C 7.1482 0.1669 0.0250 -0.31
C 6.7410 -1.2518 -0.2788 -0.31
C 5.2817 -1.5872 -1.0220 0.30
O 5.0117 -2.7364 -1.6550 -0.53
C 4.1422 -0.3731 -0.8713 0.20
C 2.5691 -0.8696 -1.0393 -0.61
C 1.4163 0.2898 -0.8504 0.42
C -0.1643 -0.1693 -0.9710 0.40
C -1.2970 0.7470 -0.2478 0.11
C -2.9293 0.4450 -0.2085 -0.32
C -3.2854 -0.9758 -1.0182 -0.43
C -2.0121 -1.7354 -1.6909 -0.15
N -0.5564 -1.4164 -1.6866 -0.41
C 1.8734 1.8592 -0.5075 0.05
C 3.4391 2.3316 -0.3644 -0.66
C 4.5991 1.1873 -0.5481 0.47
H 8.1729 0.3452 0.5766 0.30
H 7.3870 -2.1975 0.0013 0.30
H 2.3351 -2.0039 -1.2737 0.31
H -0.9151 1.7255 0.3115 -0.12
H -3.7275 1.1171 0.3191 0.28
H -4.4095 -1.3661 -1.0947 0.35
H -2.3001 -2.7329 -2.2848 0.28
H 1.0470 2.6789 -0.3404 -0.25
H 3.6837 3.4718 -0.1207 0.30
Br -4.6138 -5.8346 -1.5442 -0.13
C -4.4473 -5.4650 0.3635 -0.57
C -5.4215 -4.3961 0.8004 -0.62
Br -4.8085 -2.6224 0.2687 -0.03
H -3.4019 -5.2015 0.5476 0.37
H -4.6701 -6.4151 0.8574 0.35
H -5.4888 -4.3580 1.8914 0.32
H -6.4241 -4.5257 0.3837 0.38
Br -0.7388 3.5756 0.4410 0.10
C -2.0557 4.8864 1.0338 -0.68
C -2.2196 4.8562 2.5354 -0.57
Br -3.2929 3.3277 3.0977 -0.13
H -2.9819 4.6763 0.4914 0.38
H -1.6607 5.8530 0.7083 0.34
H -2.7728 5.7341 2.8809 0.36
H -1.2703 4.7955 3.0747 0.37
```

# 2
# C4H11AlBClNO

A structure of composition C4H11AlBClNO (ωB97M-V/def2-TZVPD, the OMol25 dataset).

* ΔE to the lowest compared entry with this formula, charge and spin: 41.3 kcal/mol
* highest occupied orbital energy: -3.38 eV
* maximum force: 2.5 eV/Å
* charge: -1
* energy: -27660.0957 eV
* LUMO energy: 3.467 eV

Structure (XYZ):
```
20
Properties=species:S:1:pos:R:3:mulliken_charge:R:1
C 2.4888 0.5747 0.8675 -0.58
C 2.3773 -0.7611 0.4344 -0.44
Al 0.6673 -1.7556 -0.0666 0.21
Cl 1.3228 -3.3803 -1.5437 -0.47
B -0.7627 -0.5785 -1.0302 0.38
O -0.9761 -0.8068 -2.4530 -0.55
N -1.6320 0.4759 -0.4147 -0.18
C -0.8360 1.7282 -0.3667 -0.83
C -2.1152 0.1047 0.9261 -0.89
H 2.9493 1.3362 0.1992 0.21
H 2.1843 0.9056 1.8777 0.28
H 3.3346 -1.3420 0.3680 0.33
H 0.0773 -2.5703 1.2014 -0.26
H -0.4403 -0.1288 -2.8803 0.23
H -0.2381 1.7802 -1.2977 0.26
H -0.1392 1.6577 0.5015 0.21
H -1.4655 2.6250 -0.1941 0.28
H -1.7370 0.8073 1.7109 0.32
H -1.8377 -0.9225 1.2324 0.26
H -3.2217 0.2505 0.9279 0.24
```

# 3
# C5H8N2

The molecule C5H8N2 (ωB97M-V/def2-TZVPD, the OMol25 dataset).

* ΔE to the lowest compared entry with this formula, charge and spin: 7.4 kcal/mol
* SMILES string: Cc1cn(C)cn1
* highest occupied orbital energy: -8.50 eV
* maximum force: 0.6 eV/Å
* charge: 0
* energy: -8294.6769 eV
* LUMO energy: 0.926 eV

Structure (XYZ):
```
15
Properties=species:S:1:pos:R:3:mulliken_charge:R:1
C -2.3249 -0.4793 -0.9521 -1.12
C -1.0973 -0.2896 -0.1232 0.61
C -0.0799 0.5785 -0.3700 -0.56
N 0.8681 0.3679 0.6051 0.08
C 2.2560 0.6275 0.2743 -0.85
C 0.3649 -0.6180 1.4021 -0.11
N -0.8200 -1.0206 1.0148 -0.65
H -2.8841 -1.3496 -0.6047 0.31
H -2.9694 0.4028 -0.8957 0.28
H -2.0618 -0.6323 -2.0059 0.29
H 0.0617 1.3439 -1.1195 0.42
H 2.4770 1.6983 0.2881 0.25
H 2.9327 0.1128 0.9595 0.33
H 2.3751 0.2427 -0.7428 0.34
H 0.9019 -0.9851 2.2698 0.39
```